Entry 1:
{
  "formula": "C6H9O3PS",
  "method": "the ωB97M-V functional and the def2-TZVPD basis",
  "symbols": ["C", "C", "C", "C", "C", "C", "O", "O", "O", "P", "S", "H", "H", "H", "H", "H", "H", "H", "H", "H"],
  "coordinates": [[-3.16, 0.09, -0.95], [-1.82, 0.19, -1.27], [-3.40, -0.55, 0.21], [-1.02, -0.44, -0.37], [1.59, -2.04, 0.30], [1.73, 2.34, 1.16], [2.69, 0.09, -1.90], [2.04, -0.75, 0.46], [2.26, 1.72, -0.03], [1.87, 0.32, -0.70], [-1.93, -1.21, 0.85], [-3.91, 0.51, -1.46], [-1.41, 0.71, -2.07], [-4.33, -0.67, 0.80], [0.43, -2.02, -0.04], [1.58, -2.73, 1.17], [2.03, -2.70, -0.40], [0.94, 2.93, 0.76], [2.59, 2.72, 1.68], [1.22, 1.49, 1.81]],
  "de_lowest_ev": 0.9708,
  "energy_ha": -1199.1626,
  "orbital_gap_ev": [7.79, 7.32],
  "largest_force_ha_per_bohr": 0.0933
}


Entry 2:
{
  "formula": "C6H9O4S",
  "method": "the ωB97M-V functional and the def2-TZVPD basis",
  "symbols": ["C", "C", "C", "C", "C", "C", "O", "O", "O", "O", "S", "H", "H", "H", "H", "H", "H", "H", "H", "H"],
  "coordinates": [[-2.45, -2.17, 0.30], [-1.91, 0.73, -1.44], [-1.53, -1.29, 0.48], [-1.02, 0.84, -0.40], [0.29, 0.04, 1.73], [-0.89, -0.17, 0.63], [3.30, 0.64, 0.66], [1.69, 2.11, -0.47], [3.50, 0.58, -1.65], [1.37, -0.24, -0.70], [2.33, 0.79, -0.41], [-2.26, -2.96, -0.33], [-3.42, -2.23, 0.84], [-1.89, 1.35, -2.27], [-2.62, -0.05, -1.34], [4.18, 0.19, -1.03], [-0.31, 1.75, -0.34], [-0.16, 0.33, 2.65], [1.01, 0.71, 1.32], [0.78, -0.95, 1.78]],
  "de_lowest_ev": 2.1368,
  "total_charge": -1,
  "energy_ha": -933.1275,
  "orbital_gap_ev": 8.43,
  "largest_force_ha_per_bohr": 0.0737
}


Entry 3:
{
  "formula": "C6H9OP",
  "method": "the ωB97M-V functional and the def2-TZVPD basis",
  "symbols": ["C", "C", "C", "C", "C", "P", "C", "O", "H", "H", "H", "H", "H", "H", "H", "H", "H"],
  "coordinates": [[1.83, 1.22, -1.17], [0.53, 0.60, -0.82], [0.49, -0.17, 0.29], [-0.66, -0.69, 1.03], [-0.49, -1.32, 2.37], [-2.20, -0.41, 0.42], [-1.67, 0.24, -1.50], [-0.48, 0.91, -1.64], [2.66, 0.57, -1.12], [2.18, 2.10, -0.57], [1.95, 1.54, -2.18], [1.37, -0.20, 0.83], [0.46, -0.93, 2.92], [-0.22, -2.36, 2.24], [-1.51, -1.38, 2.82], [-2.56, 0.93, -1.80], [-1.67, -0.64, -2.14]],
  "de_lowest_ev": 0.6983,
  "smiles": "CC1=CC(C)=PCO1",
  "energy_ha": -650.5218,
  "orbital_gap_ev": 7.92,
  "largest_force_ha_per_bohr": 0.0719
}


Entry 4:
{
  "formula": "C6H9P",
  "method": "the ωB97M-V functional and the def2-TZVPD basis",
  "symbols": ["C", "C", "C", "C", "C", "C", "P", "H", "H", "H", "H", "H", "H", "H", "H", "H"],
  "coordinates": [[-0.81, 0.19, 0.21], [-1.91, 0.69, -0.95], [-2.15, 0.11, 0.55], [0.55, 0.59, 0.13], [0.21, -0.61, -0.64], [1.43, 0.25, 1.33], [-0.82, -0.10, -2.08], [-2.76, -0.80, 0.79], [-2.52, 1.00, 1.19], [0.74, 1.58, -0.38], [0.59, -1.63, -0.58], [1.14, 0.76, 2.34], [2.41, 0.59, 1.02], [1.38, -0.82, 1.49], [-0.89, -1.09, -3.12], [-0.31, 0.91, -2.78]],
  "de_lowest_ev": 6.4545,
  "energy_ha": -575.1009,
  "orbital_gap_ev": 7.79,
  "largest_force_ha_per_bohr": 0.0637
}


Entry 5:
{
  "formula": "C6H9P",
  "method": "the ωB97M-V functional and the def2-TZVPD basis",
  "symbols": ["C", "C", "C", "C", "C", "C", "P", "H", "H", "H", "H", "H", "H", "H", "H", "H"],
  "coordinates": [[-0.30, 1.71, 1.29], [1.03, -0.51, 1.57], [0.09, 0.65, -0.38], [0.60, -0.58, 0.09], [-0.32, 1.18, -1.64], [-0.37, -1.69, -0.04], [0.47, 0.77, 2.57], [-0.76, 2.65, 1.22], [1.30, -1.45, 1.98], [1.56, -0.95, -0.47], [-0.30, 0.47, -2.51], [0.49, 1.95, -1.92], [-1.36, 1.59, -1.57], [-1.34, -1.29, 0.41], [-0.18, -2.54, 0.51], [-0.63, -1.95, -1.11]],
  "de_lowest_ev": 4.9770,
  "energy_ha": -575.1552,
  "orbital_gap_ev": [8.33, 7.04],
  "largest_force_ha_per_bohr": 0.1253
}


Entry 6:
{
  "formula": "C6HF5",
  "method": "the ωB97M-V functional and the def2-TZVPD basis",
  "symbols": ["F", "C", "C", "C", "F", "C", "F", "C", "F", "C", "F", "H"],
  "coordinates": [[-0.25, -2.73, -0.39], [-0.08, -1.40, -0.21], [0.30, -0.61, -1.31], [0.62, 0.76, -1.05], [0.78, 1.59, -2.12], [0.29, 1.30, 0.26], [0.43, 2.65, 0.47], [-0.30, 0.53, 1.26], [-0.81, 1.26, 2.16], [-0.34, -0.81, 1.10], [-0.87, -1.51, 2.12], [0.24, -1.01, -2.29]],
  "de_lowest_ev": 0.8870,
  "smiles": "Fc1cc(F)c(F)c(F)c1F",
  "energy_ha": -728.4994,
  "orbital_gap_ev": 9.97,
  "largest_force_ha_per_bohr": 0.0845
}


Entry 7:
{
  "formula": "C6HFN4OS",
  "method": "the ωB97M-V functional and the def2-TZVPD basis",
  "symbols": ["N", "C", "C", "C", "N", "S", "O", "F", "C", "C", "N", "C", "N", "H"],
  "coordinates": [[-3.16, -1.83, -0.39], [-2.08, -1.55, -0.20], [-0.70, -1.30, 0.15], [0.29, -2.33, 0.29], [0.93, -3.25, 0.37], [-0.36, 0.37, -0.18], [-1.30, 1.22, 0.71], [-1.09, 1.02, -1.59], [1.11, 0.88, 0.42], [1.24, 2.27, 0.33], [1.41, 3.35, -0.07], [2.32, -0.02, 0.02], [3.35, -0.53, -0.13], [-1.95, 1.70, 0.27]],
  "de_lowest_ev": 2.4961,
  "smiles": "N#CC(C#N)=S(O)(F)=C(C#N)C#N",
  "energy_ha": -1021.3047,
  "orbital_gap_ev": 7.48,
  "largest_force_ha_per_bohr": 0.1192
}


Entry 8:
{
  "formula": "C6HIN4",
  "method": "the ωB97M-V functional and the def2-TZVPD basis",
  "symbols": ["N", "C", "C", "C", "N", "C", "I", "C", "N", "C", "N", "H"],
  "coordinates": [[0.96, 2.87, -0.97], [0.62, 1.89, -0.48], [0.00, 0.92, 0.41], [0.77, 0.57, 1.60], [1.29, 0.22, 2.54], [-0.39, -0.69, -0.47], [-1.42, -0.26, -2.56], [-1.38, -1.48, 0.16], [-2.14, -2.19, 0.63], [0.88, -1.35, -0.66], [1.85, -1.86, -0.97], [-1.03, 1.35, 0.78]],
  "de_lowest_ev": 0.0000,
  "smiles": "N#CC(C#N)C(I)(C#N)C#N",
  "energy_ha": -745.8313,
  "orbital_gap_ev": 8.51,
  "largest_force_ha_per_bohr": 0.0684
}


Copy entry 5 word for word.
{
  "formula": "C6H9P",
  "method": "the ωB97M-V functional and the def2-TZVPD basis",
  "symbols": ["C", "C", "C", "C", "C", "C", "P", "H", "H", "H", "H", "H", "H", "H", "H", "H"],
  "coordinates": [[-0.30, 1.71, 1.29], [1.03, -0.51, 1.57], [0.09, 0.65, -0.38], [0.60, -0.58, 0.09], [-0.32, 1.18, -1.64], [-0.37, -1.69, -0.04], [0.47, 0.77, 2.57], [-0.76, 2.65, 1.22], [1.30, -1.45, 1.98], [1.56, -0.95, -0.47], [-0.30, 0.47, -2.51], [0.49, 1.95, -1.92], [-1.36, 1.59, -1.57], [-1.34, -1.29, 0.41], [-0.18, -2.54, 0.51], [-0.63, -1.95, -1.11]],
  "de_lowest_ev": 4.9770,
  "energy_ha": -575.1552,
  "orbital_gap_ev": [8.33, 7.04],
  "largest_force_ha_per_bohr": 0.1253
}